(1)
{
  "formula": "C16H35MnNO5",
  "method": "ωB97M-V/def2-TZVPD",
  "symbols": ["Mn", "C", "O", "C", "C", "O", "C", "C", "O", "C", "H", "H", "H", "H", "H", "H", "H", "H", "H", "H", "H", "H", "H", "H", "C", "C", "O", "C", "C", "H", "H", "H", "H", "H", "H", "H", "H", "H", "H", "O", "C", "C", "C", "C", "C", "C", "N", "H", "H", "H", "H", "H", "H", "H", "H", "H", "H", "H"],
  "xyz": [[-0.718, 0.242, -0.099], [0.195, 0.361, 2.865], [-0.344, -0.441, 1.768], [-1.078, -1.616, 2.220], [-1.240, -2.505, 1.024], [-1.748, -1.614, 0.009], [-2.195, -2.170, -1.251], [-1.278, -1.625, -2.297], [-1.214, -0.190, -2.074], [-0.623, 0.494, -3.223], [-0.595, 0.572, 3.583], [0.576, 1.288, 2.443], [1.002, -0.196, 3.335], [-2.038, -1.293, 2.622], [-0.512, -2.115, 3.007], [-1.951, -3.303, 1.233], [-0.297, -2.941, 0.692], [-3.218, -1.828, -1.402], [-2.183, -3.259, -1.232], [-1.666, -1.821, -3.297], [-0.267, -2.035, -2.224], [-1.279, 0.343, -4.077], [0.368, 0.088, -3.425], [-0.562, 1.552, -3.001], [-0.703, 2.903, -0.118], [-2.118, 2.637, 0.330], [-2.316, 1.172, 0.328], [-3.671, 0.705, 0.784], [-4.753, 1.187, -0.142], [-0.494, 3.974, -0.110], [-0.522, 2.572, -1.143], [0.045, 2.480, 0.576], [-2.861, 3.078, -0.327], [-2.280, 2.984, 1.349], [-3.778, 1.075, 1.803], [-3.596, -0.375, 0.800], [-4.960, 2.250, -0.039], [-5.669, 0.655, 0.124], [-4.525, 0.960, -1.184], [1.018, 0.001, -0.571], [2.103, -0.710, -0.683], [2.431, -1.819, 0.258], [3.736, -1.329, 0.971], [3.879, 0.212, 1.126], [4.492, 0.989, -0.066], [3.573, 1.112, -1.285], [3.040, -0.279, -1.481], [2.583, -2.769, -0.260], [1.612, -1.941, 0.963], [4.604, -1.722, 0.439], [3.755, -1.791, 1.956], [4.525, 0.386, 1.985], [2.910, 0.657, 1.397], [5.422, 0.499, -0.367], [4.764, 1.995, 0.254], [4.091, 1.435, -2.182], [2.732, 1.776, -1.105], [3.799, -0.948, -1.580]],
  "lowdin_charge": [1.15, 0.03, -0.30, -0.09, -0.09, -0.24, -0.08, -0.11, -0.27, 0.02, 0.12, 0.09, 0.12, 0.15, 0.16, 0.17, 0.14, 0.15, 0.16, 0.16, 0.15, 0.12, 0.11, 0.09, -0.03, -0.14, -0.29, -0.14, -0.03, 0.13, 0.08, 0.08, 0.14, 0.15, 0.14, 0.11, 0.10, 0.11, 0.10, -0.09, -0.37, -0.05, -0.12, -0.15, -0.14, -0.09, 0.14, 0.15, 0.10, 0.13, 0.13, 0.13, 0.10, 0.13, 0.13, 0.14, 0.12, 0.17],
  "charge": 3,
  "energy_ev": -60179.46726,
  "s2": 6.04,
  "e_above_lowest_kj_mol": 14.0,
  "multiplicity": 5,
  "homo_lumo_gap_ev": [6.8, 8.7]
}

(2)
{
  "formula": "C16H35N2O7P2",
  "method": "ωB97M-V/def2-TZVPD",
  "symbols": ["C", "C", "C", "C", "C", "P", "P", "O", "O", "O", "C", "O", "C", "C", "C", "C", "C", "C", "C", "N", "N", "H", "H", "H", "H", "H", "H", "H", "H", "H", "H", "H", "H", "H", "H", "H", "H", "H", "H", "H", "H", "H", "H", "H", "H", "H", "H", "H", "H", "H", "C", "O", "C", "O", "O", "C", "H", "H", "H", "H", "H", "H"],
  "xyz": [[-5.879, -2.574, 3.775], [-5.413, -1.957, 2.719], [-3.936, -2.050, 2.391], [-3.411, -3.019, 1.288], [-2.112, -2.316, 0.652], [-0.792, -3.651, 0.803], [0.083, -3.913, -1.191], [-0.488, -5.114, -1.748], [-0.271, -2.582, -2.025], [1.678, -3.962, -1.025], [-1.904, -1.169, 1.660], [-1.089, -0.149, 1.315], [-0.291, 0.283, 2.452], [0.244, 1.693, 2.294], [0.819, 2.054, 3.682], [1.423, 1.713, 1.286], [1.161, 2.433, -0.072], [-0.291, 2.423, -0.539], [1.963, 1.655, -1.140], [-3.326, -0.770, 1.937], [-3.589, 0.398, 2.702], [-5.463, -3.535, 4.052], [-6.647, -2.107, 4.374], [-6.039, -1.362, 2.058], [-3.488, -2.236, 3.362], [-4.207, -3.218, 0.576], [-3.157, -3.911, 1.845], [-2.380, -2.042, -0.366], [0.223, -3.154, 1.670], [0.183, -2.673, -2.884], [1.928, -3.677, -0.132], [-1.567, -1.712, 2.547], [-0.905, 0.269, 3.357], [0.554, -0.389, 2.615], [-0.524, 2.435, 2.094], [-0.008, 2.076, 4.397], [1.244, 3.054, 3.675], [1.554, 1.329, 4.028], [2.246, 2.240, 1.764], [1.785, 0.708, 1.066], [1.604, 3.429, -0.032], [-0.624, 1.401, -0.708], [-0.965, 2.973, 0.115], [-0.326, 2.923, -1.507], [3.021, 1.578, -0.899], [1.559, 0.635, -1.115], [1.772, 2.020, -2.146], [-3.722, -0.663, 0.992], [-4.532, 0.688, 2.460], [-2.966, 1.149, 2.406], [3.045, 0.207, -5.534], [4.349, 0.742, -5.751], [4.605, 1.862, -5.072], [3.845, 2.423, -4.322], [5.844, 2.250, -5.366], [6.263, 3.448, -4.708], [2.967, -0.693, -6.139], [2.907, -0.057, -4.486], [2.280, 0.914, -5.852], [6.255, 3.315, -3.627], [5.628, 4.285, -4.992], [7.280, 3.649, -5.032]],
  "lowdin_charge": [0.05, -0.13, -0.26, -0.12, -0.39, 0.93, 0.23, -0.29, -0.18, -0.15, -0.38, -0.03, -0.16, -0.34, -0.06, -0.13, -0.39, -0.08, -0.08, -0.09, 0.16, 0.09, 0.08, 0.12, 0.15, 0.13, 0.09, 0.12, -0.07, 0.09, 0.07, 0.15, 0.12, 0.14, 0.13, 0.08, 0.09, 0.09, 0.11, 0.11, 0.13, 0.07, 0.07, 0.08, 0.08, 0.07, 0.07, 0.20, 0.12, 0.11, -0.04, 0.01, -0.62, 0.11, 0.01, -0.04, 0.09, 0.09, 0.10, 0.10, 0.10, 0.10],
  "charge": 1,
  "energy_ev": -53042.28380,
  "homo_lumo_gap_ev": 9.6
}

(3)
{
  "formula": "C16H35NO5P",
  "method": "ωB97M-V/def2-TZVPD",
  "symbols": ["C", "C", "C", "O", "C", "C", "C", "C", "C", "P", "N", "O", "O", "H", "H", "H", "H", "H", "H", "H", "H", "H", "H", "H", "H", "H", "H", "H", "H", "H", "H", "H", "C", "C", "C", "O", "C", "H", "H", "H", "H", "H", "H", "H", "H", "C", "C", "C", "O", "C", "H", "H", "H", "H", "H", "H", "H", "H"],
  "xyz": [[-2.267, 4.275, 1.658], [-3.239, 4.842, 0.450], [-3.455, 3.563, -0.606], [-3.990, 2.462, 0.209], [-3.897, 1.159, -0.473], [-2.346, 0.621, -0.591], [-1.768, 0.613, -2.150], [-0.489, 1.630, -2.376], [-1.169, -0.926, -2.409], [-4.735, -0.059, 0.785], [-3.855, 0.082, 2.169], [-4.772, -1.715, 0.217], [-6.316, 0.592, 1.152], [-1.304, 3.753, 1.192], [-2.784, 3.423, 2.314], [-1.970, 5.117, 2.451], [-4.305, 5.074, 0.930], [-2.805, 5.789, -0.088], [-2.404, 3.366, -1.082], [-4.190, 3.866, -1.495], [-1.664, 1.401, -0.011], [-2.194, -0.413, -0.059], [-2.603, 0.797, -2.956], [-0.660, 2.394, -3.263], [0.481, 1.007, -2.688], [-0.230, 2.251, -1.417], [-0.438, -1.207, -1.513], [-2.059, -1.720, -2.426], [-0.571, -0.959, -3.423], [-3.487, -0.852, 2.467], [-4.466, -1.794, -0.734], [-6.141, 1.408, 1.747], [2.264, -0.829, 1.719], [1.199, -0.435, 2.708], [0.004, -0.198, 1.810], [0.149, -1.075, 0.685], [1.474, -1.623, 0.702], [3.085, -1.399, 2.160], [2.684, 0.068, 1.248], [0.995, -1.272, 3.387], [1.459, 0.438, 3.311], [-0.011, 0.830, 1.433], [-0.946, -0.399, 2.314], [1.397, -2.676, 0.994], [1.908, -1.571, -0.301], [6.064, -2.848, -1.597], [6.242, -3.379, -0.197], [4.953, -2.950, 0.470], [3.943, -2.932, -0.548], [4.582, -3.052, -1.827], [6.684, -3.355, -2.341], [6.303, -1.778, -1.621], [6.304, -4.473, -0.221], [7.132, -2.996, 0.308], [5.035, -1.937, 0.878], [4.653, -3.627, 1.275], [4.375, -4.056, -2.211], [4.160, -2.319, -2.520]],
  "lowdin_charge": [-0.16, -0.22, -0.24, -0.33, -0.39, -0.22, -0.36, -0.14, -0.14, 0.70, -0.25, -0.28, -0.31, 0.07, 0.09, 0.06, 0.11, 0.10, 0.10, 0.12, 0.09, 0.08, 0.11, 0.07, 0.07, 0.06, 0.07, 0.08, 0.06, -0.06, 0.06, 0.08, -0.19, -0.18, -0.20, -0.17, -0.21, 0.10, 0.12, 0.11, 0.11, 0.11, 0.11, 0.12, 0.10, -0.18, -0.18, -0.21, -0.15, -0.20, 0.11, 0.12, 0.12, 0.11, 0.11, 0.12, 0.12, 0.12],
  "charge": -1,
  "energy_ev": -38170.78492,
  "e_above_lowest_kj_mol": 457.0,
  "homo_lumo_gap_ev": 4.4
}